57
Properties=species:S:1:pos:R:3:mulliken_spin:R:1 method="wB97M-V/def2-TZVPD" de_lowest_kj_mol=19.4 spin_multiplicity=5 total_charge=+1 s2=6.018 gap_ha="0.267 / 0.186" lumo_ev="-2.1 / -6.7"
O 0.4950 0.2592 -6.7117 -0.0005
C 0.4257 1.5486 -7.4641 -0.0001
C 0.2969 0.8857 -8.8111 0.0000
H 1.3593 2.1213 -7.3868 0.0000
H -0.4428 2.1381 -7.1492 0.0000
C 0.4244 -0.4286 -7.9846 -0.0003
H 1.1387 1.0856 -9.4756 0.0000
H -0.6796 1.0488 -9.2696 0.0000
C 1.6900 -1.1964 -8.3023 0.0000
H 2.5740 -0.5667 -8.1403 0.0000
H 1.6204 -1.5076 -9.3532 0.0000
H 1.7620 -2.1073 -7.6935 0.0000
C -0.8019 -1.2882 -8.2077 0.0000
H -1.7196 -0.7392 -7.9722 0.0000
H -0.7906 -2.2183 -7.6244 0.0000
H -0.7998 -1.5404 -9.2829 0.0000
Pt -0.0019 -0.0129 -0.2507 1.1892
C -1.9162 -0.5019 0.8665 0.3240
C -1.6903 0.9044 1.0285 0.1614
C -1.7208 1.5272 -0.2754 0.1902
H -1.6321 1.4241 1.9798 -0.0100
C -2.1173 0.5196 -1.2248 0.2787
C -2.1010 -0.7541 -0.5533 0.0508
H -2.3017 -1.7212 -0.9987 -0.0010
H -1.9680 -1.2423 1.6539 0.0034
H -1.5918 2.5885 -0.4792 0.0090
H -2.4459 0.6939 -2.2443 0.0170
C 1.3534 -2.3141 1.2881 0.3196
C 0.3906 -2.6954 0.3298 0.3716
C 0.6438 -1.9833 -0.8976 0.1483
H -0.3086 -3.5174 0.4171 -0.0046
C 1.7745 -1.0552 -0.6232 0.2122
C 2.2321 -1.3756 0.7222 0.3220
H 3.1946 -1.0750 1.1061 0.0079
H 1.4678 -2.7658 2.2688 0.0102
H 0.3670 -2.2645 -1.9058 0.0319
H 2.3081 -0.5778 -1.4368 0.0204
O 1.1846 0.6536 -3.5498 0.0104
C -0.0105 0.0629 -4.1236 0.0089
C -1.0004 1.1775 -4.5237 0.0120
H -0.4120 -0.7307 -3.4598 -0.0092
H 0.3650 -0.4152 -5.0363 0.0021
C -0.0367 2.3643 -4.5987 -0.0058
H -1.7668 1.3724 -3.7589 -0.0019
H -1.4638 0.9856 -5.4932 0.0001
C 0.9268 2.0944 -3.4526 0.0088
H -0.4826 3.3604 -4.6920 0.0002
H 0.5769 2.1681 -5.4865 0.0010
H 0.4689 2.3781 -2.4711 -0.0068
H 1.8828 2.6356 -3.5295 -0.0002
C 1.6341 2.8991 2.2400 0.0091
O 0.6882 1.9992 1.6305 -0.0031
C 1.1857 1.3797 0.5330 0.1453
O 2.2916 1.6933 0.1087 0.1731
H 1.0818 3.3496 3.0610 0.0017
H 1.9449 3.6630 1.5192 -0.0004
H 2.4864 2.3276 2.6179 0.0034


54
Properties=species:S:1:pos:R:3:mulliken_spin:R:1 method="wB97M-V/def2-TZVPD" spin_multiplicity=5 total_charge=+1 s2=6.106 gap_ha="0.255 / 0.220" lumo_ev="-2.5 / -6.0"
C 1.0825 -2.1955 0.3313 0.2073
C 1.9789 -1.3884 -0.4426 0.2896
C 1.6219 -1.5359 -1.8176 0.0467
C 0.4864 -2.4003 -1.8967 0.3265
C 0.1597 -2.8203 -0.5664 0.1690
Pd -0.0312 -0.7000 -0.7147 0.9012
C -1.6933 1.9657 -0.4987 0.1563
C -1.6822 1.2596 0.8934 0.5211
H -1.6497 1.8911 1.8020 -0.0036
C -1.4192 -0.0961 1.0124 -0.3386
H -2.2146 -0.7969 0.6823 0.0483
H -0.8705 -0.4754 1.8893 0.0184
C -2.3787 3.3441 -0.4734 0.0513
H -1.8849 3.9754 0.2837 -0.0043
H -2.2987 3.8756 -1.4397 0.0034
H -3.4331 3.2049 -0.1944 -0.0063
C -2.6068 1.0597 -1.4136 0.1077
H -2.4103 -0.0252 -1.3200 -0.0355
H -3.6466 1.2453 -1.0617 0.0140
H -2.5667 1.2789 -2.5056 0.0058
C 3.0426 -0.5130 0.1210 0.0421
H 2.6554 0.1409 0.9196 0.0021
H 3.8465 -1.1325 0.5376 0.0126
H 3.4691 0.1184 -0.6637 0.0000
C 2.3431 -0.9073 -2.9526 -0.0047
H 2.5552 0.1454 -2.7593 0.0049
H 3.3002 -1.4142 -3.1100 0.0080
H 1.7740 -0.9866 -3.8766 -0.0008
C -0.2742 -2.7630 -3.1260 0.0404
H -0.2075 -1.9742 -3.8811 0.0002
H 0.1231 -3.6823 -3.5715 0.0136
H -1.3343 -2.9335 -2.9011 0.0003
C -0.9664 -3.7336 -0.1974 -0.0119
H -1.8792 -3.4938 -0.7590 0.0023
H -0.6940 -4.7719 -0.4341 0.0164
H -1.1862 -3.6765 0.8746 0.0004
C 1.1378 -2.3666 1.8164 0.0018
H 0.1603 -2.6467 2.2329 0.0024
H 1.8473 -3.1756 2.0518 0.0168
H 1.4912 -1.4514 2.3138 0.0013
C -0.0973 1.2072 -1.6855 0.7958
C -0.3001 2.3077 -0.8499 -0.1643
C -0.0521 1.2990 -3.0452 -0.1679
C 0.3130 3.5537 -1.4200 0.3884
H 0.0968 2.0408 0.1820 0.0963
C 0.1466 2.5494 -3.6107 0.4318
H -0.1227 0.3928 -3.6690 0.0304
C 0.4063 3.6712 -2.7723 -0.0721
H 0.6394 4.3620 -0.7111 0.0084
H 0.2152 2.6515 -4.6849 0.0172
H 0.7108 4.6215 -3.2397 0.0051
O 1.3745 1.3806 2.2075 0.0033
H 1.8088 2.2251 2.4322 0.0021
H 0.9116 1.1267 3.0172 -0.0012


67
Properties=species:S:1:pos:R:3:lowdin_charge:R:1 method="wB97M-V/def2-TZVPD" total_charge=-1 gap_ha=0.256 lumo_ev=2.0
O 4.3380 -3.3864 2.6995 0.1860
C 4.2406 -2.9586 1.5925 -0.4222
O 3.7840 -3.6615 0.5322 0.0854
C 4.6858 -1.5020 1.2834 -0.3513
F 5.7162 -1.5952 0.3817 0.1118
F 5.1841 -0.8902 2.3669 0.1503
C 3.6047 -0.6317 0.6037 -0.3797
F 4.2426 0.4942 0.1469 0.1129
F 3.1553 -1.2537 -0.4856 0.1402
C 2.4404 -0.1886 1.5040 -0.4293
F 2.8449 0.6845 2.4572 0.1052
F 1.5933 0.4941 0.6776 0.0791
C 1.6205 -1.3731 2.1701 -0.3592
O 1.9063 -1.5732 3.3311 0.0076
Al 0.2174 -2.4969 1.1130 0.3178
H 2.8203 -3.4988 0.4005 0.0558
H -1.0380 -1.5099 0.8102 -0.1352
H 0.9815 -2.8793 -0.2783 -0.0924
H -0.1544 -3.8164 1.9600 -0.1124
C 6.0583 2.6309 2.6352 -0.0989
C 7.0736 2.3471 1.5380 -0.2587
C 8.3841 3.1242 1.7148 -0.1948
C 8.1665 4.5713 1.6921 -0.2471
N 7.9903 5.7051 1.6742 0.1333
H 5.7572 3.6798 2.6518 0.0720
H 5.1595 2.0353 2.4799 0.0564
H 6.4652 2.3782 3.6172 0.0797
H 6.6315 2.5957 0.5715 0.1129
H 7.2938 1.2788 1.5235 0.1064
H 9.0840 2.8762 0.9154 0.1138
H 8.8533 2.8643 2.6657 0.1177
C -1.6025 3.8067 -0.9051 -0.1071
C -3.0363 3.5255 -0.4729 -0.2686
C -3.1146 2.6930 0.8122 -0.1911
C -2.4658 1.3951 0.6267 -0.2181
N -1.9585 0.3806 0.4470 0.1565
H -1.0707 2.8817 -1.1297 0.0743
H -1.5873 4.4229 -1.8052 0.0670
H -1.0529 4.3364 -0.1244 0.0757
H -3.5584 3.0003 -1.2759 0.0851
H -3.5615 4.4705 -0.3109 0.1021
H -4.1550 2.5238 1.0942 0.1108
H -2.6242 3.2155 1.6360 0.1165
C -6.2262 2.4249 -3.4218 -0.1103
C -5.3765 2.4777 -4.6859 -0.2640
C -4.7148 1.1339 -5.0129 -0.1930
C -3.8231 0.7077 -3.9338 -0.2368
N -3.1312 0.3733 -3.0819 0.1709
H -5.6201 2.1865 -2.5467 0.0589
H -6.7020 3.3888 -3.2395 0.0708
H -7.0120 1.6718 -3.5072 0.0765
H -4.6057 3.2427 -4.5736 0.1090
H -6.0008 2.7743 -5.5311 0.1040
H -4.1302 1.2101 -5.9304 0.1151
H -5.4728 0.3625 -5.1608 0.1182
C -4.8876 -6.1922 0.1122 -0.1209
C -4.3501 -5.1309 1.0656 -0.2644
C -3.2454 -4.2711 0.4438 -0.1993
C -2.0942 -5.0802 0.0545 -0.2854
N -1.1936 -5.7216 -0.2513 0.1562
H -4.1063 -6.8981 -0.1724 0.0681
H -5.6911 -6.7620 0.5822 0.0641
H -5.2850 -5.7374 -0.7979 0.0717
H -3.9671 -5.6143 1.9663 0.1108
H -5.1671 -4.4761 1.3762 0.1027
H -2.8946 -3.5158 1.1498 0.0882
H -3.6160 -3.7506 -0.4415 0.1226


71
Properties=species:S:1:pos:R:3:lowdin_charge:R:1 method="wB97M-V/def2-TZVPD" de_lowest_kj_mol=30.7 total_charge=-1 gap_ha="0.245 / 0.245" lumo_ev="1.3 / 1.3"
Pt -0.1467 -1.2102 -0.0138 0.5687
O -4.4884 -0.3203 -2.0122 -0.2149
As -2.9915 0.2087 -1.3238 0.9433
O -2.7100 1.5731 -2.4040 -0.3789
O -2.9641 0.8199 0.1716 -0.4439
C -1.6497 -0.9650 -2.1215 -0.3179
C -0.7365 -0.4121 -3.0250 -0.0928
C 0.1280 -1.2373 -3.7296 -0.0831
C 0.0997 -2.6108 -3.5385 -0.0937
C -0.8084 -3.1726 -2.6562 -0.0556
C -1.6970 -2.3607 -1.9584 -0.3239
S -3.0070 -3.0568 -0.9758 0.4208
O -4.1123 -3.1854 -1.9210 -0.3250
O -2.5035 -4.2889 -0.4239 -0.3118
O -3.2255 -1.9644 -0.0131 -0.4079
H -4.5949 -1.2934 -1.9367 0.0192
H -0.7044 0.6584 -3.1596 0.1025
H 0.8360 -0.7974 -4.4211 0.1073
H 0.7934 -3.2497 -4.0702 0.1064
H -0.8488 -4.2421 -2.4926 0.1229
Cl 2.6418 -2.6713 -1.1545 0.7005
C 1.9611 -3.2982 0.3092 -0.6900
C 0.8161 -2.6972 0.8276 -0.3906
C 0.2593 -3.2877 1.9738 -0.7162
Cl -1.2201 -2.6622 2.5950 0.7465
C 0.8392 -4.3931 2.5875 -0.7055
Cl 0.1254 -5.0836 3.9950 0.6759
C 2.0063 -4.9489 2.0634 -0.7089
Cl 2.7360 -6.3149 2.8202 0.6604
C 2.5608 -4.4027 0.9127 -0.7060
Cl 3.9881 -5.0985 0.2354 0.6598
C 3.0985 0.9156 -1.7244 -0.2429
Si 3.0526 1.0445 0.1474 0.2062
C 3.5775 2.7895 0.6010 -0.2285
C 4.2270 -0.1527 0.9857 -0.2223
As 0.8055 0.7695 0.7642 0.7497
Si -2.9567 3.1601 -1.9625 0.3348
C -1.6215 3.7207 -0.7951 -0.1733
C -2.8335 4.0864 -3.5832 -0.1702
C -4.6499 3.3911 -1.2160 -0.1605
Si 0.7829 0.7855 3.1134 0.2176
C -1.0408 0.8071 3.5152 -0.2451
C 1.6573 -0.6890 3.8657 -0.2019
C 1.6054 2.3270 3.7990 -0.2347
H 4.1078 0.7272 -2.1021 0.0285
H 2.7466 1.8570 -2.1564 0.0248
H 2.4409 0.1156 -2.0687 -0.0239
H 4.6439 2.9126 0.3811 0.0297
H 3.4233 3.0106 1.6585 0.0005
H 3.0255 3.5273 0.0133 0.0258
H 5.2221 -0.1255 0.5313 0.0300
H 3.8524 -1.1775 0.9261 -0.0056
H 4.3338 0.1141 2.0406 0.0163
H -0.6294 3.5630 -1.2286 0.0222
H -1.6836 3.1324 0.1231 0.0077
H -1.7302 4.7834 -0.5565 0.0283
H -1.8959 3.8466 -4.0920 0.0262
H -2.8655 5.1695 -3.4273 0.0267
H -3.6567 3.8098 -4.2466 0.0282
H -4.7074 4.3559 -0.7026 0.0298
H -4.8471 2.6098 -0.4799 0.0241
H -5.4305 3.3660 -1.9799 0.0310
H -1.5811 0.1097 2.8694 -0.0151
H -1.4537 1.8025 3.3304 0.0300
H -1.2369 0.5452 4.5591 0.0297
H 1.2555 -1.6224 3.4773 -0.0117
H 1.5373 -0.6935 4.9541 0.0361
H 2.7272 -0.6471 3.6447 0.0171
H 1.2576 3.2398 3.3120 0.0265
H 2.6929 2.2740 3.7043 0.0123
H 1.3649 2.4040 4.8651 0.0283


Looking at F_max for the records above, in order, we have 0.074; 0.114; 0.024; 0.009 Eh/bohr.
Looking at total energy for the records above, in order, we have -33701.120; -27793.603; -57300.236; -256592.847 eV.